Record 1
{"formula": "C6H7ClN2O2", "method": "ωB97M-V/def2-TZVPD", "elements": ["Cl", "O", "O", "N", "N", "C", "C", "C", "C", "C", "C", "H", "H", "H", "H", "H", "H", "H"], "positions_angstrom": [[0.3227, -1.6357, 1.8079], [1.3760, -0.2678, -0.1546], [2.8007, 4.0950, -0.7720], [-0.7609, -1.0652, -0.3908], [2.3755, 3.0365, -0.4248], [0.4361, -1.3472, 0.0922], [1.1621, 0.9496, 0.5955], [-0.3206, 1.2114, 0.5186], [-1.1419, 0.2540, -0.0063], [-1.7426, -2.0123, -0.7963], [1.8918, 2.2667, 0.3241], [1.4716, 0.7627, 1.7760], [-2.1753, 0.5680, -0.1695], [-1.2716, -2.9618, -0.7186], [0.8803, -2.2143, -0.4951], [-2.5310, -1.9303, -0.1351], [-2.0704, -1.9352, -1.8502], [-0.7026, 2.2259, 0.7991]], "orbital_gap_ev": 9.09, "de_lowest_ev": 5.202, "charge": 0, "smiles": "CN1C=C[C@H](C#[N+][O-])O[C@H]1Cl", "homo_energy_ev": -8.71}

Record 2
{"formula": "C3H2NO2P", "method": "ωB97M-V/def2-TZVPD", "elements": ["P", "O", "O", "N", "C", "C", "C", "H", "H"], "positions_angstrom": [[-2.0982, -0.0047, 0.4447], [-0.1508, 1.4522, -0.2599], [-3.1485, 0.4276, -0.4579], [-1.0480, -0.9972, -0.4756], [1.3176, -1.1506, 0.1216], [0.0630, -1.2581, -0.0193], [0.9227, 1.0911, 0.0596], [2.1952, -1.0684, 0.6958], [1.9471, 1.5081, -0.1090]], "orbital_gap_ev": [7.53, 7.53], "de_lowest_ev": 3.567, "charge": 0, "homo_energy_ev": [-8.96, -8.96]}

Record 3
{"formula": "C10H26B3BrO8P2", "method": "ωB97M-V/def2-TZVPD", "elements": ["Br", "P", "P", "O", "O", "O", "O", "O", "O", "O", "O", "C", "C", "C", "C", "C", "C", "C", "C", "C", "C", "B", "B", "B", "H", "H", "H", "H", "H", "H", "H", "H", "H", "H", "H", "H", "H", "H", "H", "H", "H", "H", "H", "H", "H", "H", "H", "H", "H", "H"], "positions_angstrom": [[3.2606, -2.8150, -0.7167], [5.4554, 3.3276, 0.6792], [1.7486, -1.1109, -0.3469], [-4.4556, -3.8095, 2.0648], [0.6314, -1.2168, -1.6801], [6.5182, 2.2909, 1.2456], [3.0645, 1.1120, -1.7486], [2.7859, 3.3502, -0.5074], [3.2420, 1.2514, 0.8398], [-2.6322, -1.6568, 0.8667], [-2.0248, -2.6821, 3.6804], [-3.0921, -1.1395, 2.1224], [-0.7040, -3.0911, 3.9960], [2.6282, 3.3810, -3.2471], [3.6717, 2.6049, -4.2990], [-5.8589, -3.6175, 2.0456], [-3.8759, -3.8243, 0.7636], [-0.0158, 3.9995, -2.7206], [-2.1117, -1.3155, 3.2854], [-2.5291, -3.0829, 0.7565], [1.0528, 3.1904, -3.6662], [3.7310, 2.5596, 0.3581], [2.8187, 2.5726, -1.7962], [2.7569, 0.5569, -0.4009], [5.3132, 4.4835, 1.5517], [-1.8428, -3.4831, 1.5011], [-4.5424, -3.3759, 0.0198], [-6.3584, -4.5361, 1.7199], [-0.6834, -4.1837, 4.0225], [-2.4704, -0.7499, 4.1509], [-3.2297, -0.0657, 1.9608], [-1.1423, 3.7456, -3.0233], [-0.4161, -2.7047, 4.9761], [5.9542, 3.7734, -0.6287], [0.9054, 3.5441, -4.7915], [0.0639, 3.7740, -1.5742], [-3.7076, -4.8726, 0.4941], [0.0066, -2.7613, 3.2315], [-6.1415, -2.7784, 1.3989], [-0.1268, -0.5635, -1.5901], [4.7354, 2.6380, -3.7708], [-6.1856, -3.3854, 3.0624], [-4.0810, -1.5332, 2.3646], [0.1843, 5.1590, -2.8737], [3.3989, 1.4615, -4.4373], [0.8220, 2.0389, -3.6598], [2.9398, 4.5257, -3.1527], [3.7276, 3.2002, -5.3050], [-1.1304, -0.9203, 2.9944], [-2.0585, -3.2651, -0.2162]], "orbital_gap_ev": 7.75, "charge": 0, "smiles": "CC[C@H](C)B1OB([PH2]=O)OB(P(O)Br)O1.COCCOCCOC", "homo_energy_ev": -8.86}

Record 4
{"formula": "C2H8NO3P", "method": "ωB97M-V/def2-TZVPD", "elements": ["P", "O", "O", "O", "N", "C", "C", "H", "H", "H", "H", "H", "H", "H", "H"], "positions_angstrom": [[-0.8696, 0.3573, -0.2619], [1.7963, 0.0720, 0.4278], [-0.7534, 1.9217, 0.1869], [-1.4693, -0.4119, 0.9733], [-1.4996, -0.0945, -1.5990], [-1.6489, -1.8392, 1.0290], [2.5587, 0.8279, -0.3839], [-1.2780, 0.6832, -2.3248], [2.0336, 1.0564, -1.3495], [-2.6833, -1.8846, 1.4389], [2.9734, 1.8360, 0.0165], [0.0225, 1.7610, 0.8040], [-0.8904, -2.3325, 1.6547], [3.5071, 0.2415, -0.7111], [-1.7991, -2.1944, 0.0992]], "orbital_gap_ev": [8.25, 6.87], "de_lowest_ev": 4.039, "charge": 0, "homo_energy_ev": [-9.22, -8.15]}

Record 5
{"formula": "C28H50Cl7CoF8O10", "method": "ωB97M-V/def2-TZVPD", "elements": ["Co", "Cl", "Cl", "Cl", "Cl", "Cl", "Cl", "Cl", "F", "F", "F", "F", "F", "F", "F", "F", "O", "O", "O", "O", "O", "O", "O", "O", "O", "O", "C", "C", "C", "C", "C", "C", "C", "C", "C", "C", "C", "C", "C", "C", "C", "C", "C", "C", "C", "C", "C", "C", "C", "C", "C", "C", "C", "C", "H", "H", "H", "H", "H", "H", "H", "H", "H", "H", "H", "H", "H", "H", "H", "H", "H", "H", "H", "H", "H", "H", "H", "H", "H", "H", "H", "H", "H", "H", "H", "H", "H", "H", "H", "H", "H", "H", "H", "H", "H", "H", "H", "H", "H", "H", "H", "H", "H", "H"], "positions_angstrom": [[0.9215, -2.1095, -1.7523], [-5.8435, 1.5485, -3.4133], [0.2823, 6.2058, -1.9779], [-0.4114, 0.9691, -0.0859], [-5.2400, -1.2355, -2.9301], [-2.8678, 3.6867, -2.7411], [2.8570, 4.8133, -2.3605], [-3.6285, 5.5480, -0.6792], [-3.2296, -0.7986, 5.3582], [-0.9407, -2.1497, 3.1266], [0.8567, 2.4036, 5.4114], [1.3696, -0.9231, 4.5159], [-2.7989, -2.8483, 5.4748], [-3.0707, -2.0769, 2.8133], [2.5317, 1.5442, 4.2290], [1.6019, -0.0874, 6.4585], [-0.7753, -3.0814, -0.9060], [0.2223, -0.1083, -0.8022], [0.1847, 2.2116, -0.4970], [-0.2575, 0.7602, 1.3414], [-0.5179, -0.0660, 5.4548], [-1.7941, 0.8582, -0.3389], [2.5440, -1.0140, -2.3955], [0.2978, 5.9473, 1.6014], [-0.3051, -1.4910, -3.3319], [2.2362, -2.5402, -0.0411], [3.2152, -1.1630, -3.6446], [3.2908, -3.5333, -0.0802], [-0.1587, -0.1556, -3.8679], [-2.0491, -2.4968, -0.4959], [-1.0361, -1.3568, 5.8017], [-1.9274, -4.8271, 0.0934], [0.9467, 0.0542, 5.2798], [1.2412, 1.4226, 4.6357], [-0.9505, 5.3899, 1.3827], [3.4036, -0.2089, -1.5910], [1.6624, 5.3864, -1.1554], [-0.8353, -4.5364, -0.8992], [-1.0330, 4.3176, 2.3976], [3.9164, 0.8116, -2.5656], [0.5703, 5.9735, 3.0227], [3.6834, -3.6853, 1.4024], [2.5298, -3.2189, 2.2494], [2.0436, -2.0930, 1.3268], [-0.4834, 5.0462, 3.5922], [-2.1148, -1.5601, 3.5140], [-1.1692, -2.2610, -4.1913], [-0.7510, -1.8620, -5.5802], [-0.2913, -0.4032, -5.4072], [-3.5181, 3.8079, -1.0546], [-2.3530, -1.7038, 5.0108], [3.7199, 0.1876, -3.9377], [-4.5037, 0.3772, -3.2042], [-2.9091, -3.7449, -0.2979], [2.7909, 0.1644, -0.7704], [-0.4568, 3.4519, 2.0710], [-3.8998, 0.3456, -4.1111], [3.2966, 1.7064, -2.5091], [-1.0770, -4.8896, -1.9016], [-1.9806, -1.9576, 0.4489], [-2.8667, 3.2725, -0.3638], [4.1058, -4.6496, 1.6846], [-2.0628, 3.9783, 2.5089], [-1.9888, -0.5246, 3.1976], [-2.3501, -5.8103, -0.1134], [1.4948, 5.4450, 3.2552], [0.1072, -2.4537, -5.8988], [4.9368, 1.0680, -2.2807], [4.5139, -2.9795, 1.4113], [-1.5299, -1.9598, -6.3364], [-1.2984, -1.3395, 6.8595], [2.4560, -1.4096, -4.3869], [4.5946, 0.1996, -4.5880], [0.7734, 0.2984, -3.5313], [0.9885, -1.9051, 1.5260], [-0.3694, -2.2061, 5.6522], [-3.8114, -3.6357, 0.3037], [4.1430, -3.2371, -0.6918], [1.2818, 4.4884, -0.6687], [-3.8865, 0.6697, -2.3547], [-1.0138, 0.2969, -5.8269], [-1.2619, 5.5365, 4.1767], [2.6443, -1.2025, 1.5119], [-1.1376, -3.3333, -3.9979], [-2.2189, -2.0253, -4.0162], [1.6615, -3.8718, 2.3382], [0.6156, 1.6247, 3.7663], [2.9597, 0.7805, -4.4463], [-0.0944, 4.3153, 4.3011], [2.9015, -4.5093, -0.3700], [2.8815, -2.9698, 3.2506], [-1.0541, 4.9585, 0.3871], [-2.5954, -1.9085, -1.2331], [-0.9523, 0.5003, -3.5100], [3.9484, -1.9695, -3.6324], [-1.7964, 6.0587, 1.5416], [-1.6816, -4.7605, 1.1533], [-3.2793, -4.0162, -1.2866], [0.6810, -0.2081, -5.8596], [0.5473, 6.9897, 3.4164], [4.1999, -0.8683, -1.2458], [-4.5164, 3.3797, -0.9650], [2.1401, 6.0796, -0.4630], [0.1518, -4.9390, -0.6716]], "orbital_gap_ev": [7.70, 6.68], "charge": 1, "s_squared": 3.755, "spin_multiplicity": 4, "homo_energy_ev": [-11.00, -11.00]}

Record 6
{"formula": "H4O5PS", "method": "ωB97M-V/def2-TZVPD", "elements": ["S", "P", "O", "O", "O", "O", "O", "H", "H", "H", "H"], "positions_angstrom": [[-0.0886, -0.4768, 1.4091], [-0.4593, 1.1591, -0.2077], [0.8345, 0.3536, 2.2276], [-1.8706, 1.4498, -0.4842], [0.4655, 0.6632, -1.2541], [0.9116, -1.2478, 0.3751], [0.2834, 2.3232, 0.6198], [0.6969, 1.9801, 1.3919], [-1.1292, -2.3742, -2.0168], [-0.8610, -3.1835, -1.6767], [1.2168, -0.6468, -0.3839]], "orbital_gap_ev": 8.37, "de_lowest_ev": 0.338, "charge": -1, "homo_energy_ev": -4.77}

Record 7
{"formula": "C7H16O2SSi", "method": "ωB97M-V/def2-TZVPD", "elements": ["S", "Si", "O", "O", "C", "C", "C", "C", "C", "C", "C", "H", "H", "H", "H", "H", "H", "H", "H", "H", "H", "H", "H", "H", "H", "H", "H"], "positions_angstrom": [[1.1438, 0.6958, -1.5561], [-1.5875, 0.2778, 0.2910], [-0.0323, 1.5124, -1.6967], [2.1181, 0.6461, -2.6737], [-2.6926, 0.3414, -1.2956], [3.3027, 0.3059, 0.0838], [1.8453, 0.5852, 0.0187], [-2.0948, -1.1003, 1.6103], [1.2143, -2.0365, -0.5111], [-1.2812, 1.8497, 1.2011], [0.9489, -0.5763, -0.4119], [-1.4038, -1.9174, 1.6540], [3.7452, -0.1075, 1.0733], [3.4948, -0.4923, -0.7638], [-3.1506, 1.2700, -1.5999], [-3.1695, -1.5646, 1.4271], [3.9480, 1.1542, 0.0005], [2.2214, -2.5159, -0.5803], [-1.9285, 0.0103, -2.0096], [-0.5601, 2.1174, 2.1008], [0.8776, -2.4839, 0.4146], [-1.9935, -0.6613, 2.5491], [-2.2160, 2.0358, 1.7603], [1.3741, 0.9906, 0.9092], [-1.1345, 2.5986, 0.4868], [0.4709, -2.4824, -1.1889], [-3.4604, -0.4528, -1.2928]], "orbital_gap_ev": 8.59, "de_lowest_ev": 3.248, "charge": 0, "homo_energy_ev": -8.21}

Listing E for the structures above in their given order: -25927.714, -18012.745, -117822.405, -19121.968, -197330.184, -30429.450, -30321.876 eV.
Listing max |F| for the structures above in their given order: 5.4, 3.0, 5.8, 3.8, 3.9, 3.8, 3.5 eV Å⁻¹.